# 1
{
  "formula": "C6H7NO",
  "method": "ωB97M-V with the def2-TZVPD basis set",
  "total_charge": 0,
  "smiles": "CC(=C=O)C#N.C=C",
  "lumo_energy_ev": 0.15,
  "fmax_ha_per_bohr": 0.08323,
  "e_above_lowest_kcal_mol": 60.6,
  "species": ["C", "C", "C", "O", "C", "N", "H", "H", "H", "C", "C", "H", "H", "H", "H"],
  "positions_angstrom": [[-0.878, 1.017, 0.938], [-1.531, -0.288, 0.523], [-2.028, -0.493, -0.632], [-2.525, -0.671, -1.673], [-1.768, -1.257, 1.548], [-1.959, -2.039, 2.403], [0.205, 0.993, 0.632], [-1.012, 1.154, 2.040], [-1.379, 1.836, 0.445], [0.608, 0.047, -1.970], [0.931, -1.019, -1.251], [1.036, 0.996, -1.757], [-0.210, -0.045, -2.676], [1.784, -0.872, -0.497], [0.365, -2.104, -1.416]],
  "lowdin_charge": [-0.03, -0.31, -0.17, 0.21, -0.19, 0.15, 0.08, 0.10, 0.08, -0.12, -0.11, 0.04, 0.05, 0.08, 0.13]
}

---

# 2
{
  "formula": "CH3I2N",
  "method": "ωB97M-V with the def2-TZVPD basis set",
  "total_charge": 0,
  "lumo_energy_ev": [-0.89, -1.44],
  "fmax_ha_per_bohr": 0.07356,
  "e_above_lowest_kcal_mol": 85.6,
  "species": ["C", "N", "I", "I", "H", "H", "H"],
  "positions_angstrom": [[1.273, -0.042, -0.142], [-1.228, 0.032, 0.695], [-1.844, 1.695, -0.270], [-1.902, -1.666, 0.002], [0.930, -0.845, -0.652], [1.121, 0.978, -0.516], [1.650, -0.153, 0.883]],
  "lowdin_charge": [0.04, -1.21, 0.61, 0.66, -0.09, -0.03, 0.02]
}

---

# 3
{
  "formula": "C24H70Ag5N12O11",
  "method": "ωB97M-V with the def2-TZVPD basis set",
  "total_charge": 3,
  "lumo_energy_ev": -9.43,
  "fmax_ha_per_bohr": 0.06062,
  "e_above_lowest_kcal_mol": 0.0,
  "species": ["Ag", "Ag", "Ag", "Ag", "Ag", "O", "C", "C", "O", "H", "H", "H", "H", "C", "C", "C", "O", "C", "N", "H", "H", "H", "H", "H", "H", "H", "H", "H", "H", "H", "C", "C", "C", "O", "C", "N", "H", "H", "H", "H", "H", "H", "H", "H", "H", "H", "H", "C", "C", "C", "O", "C", "N", "H", "H", "H", "H", "H", "H", "H", "H", "H", "H", "H", "C", "C", "C", "O", "C", "N", "H", "H", "H", "H", "H", "H", "H", "H", "H", "H", "H", "C", "C", "O", "H", "H", "H", "H", "H", "H", "C", "O", "N", "N", "H", "H", "H", "H", "C", "O", "N", "N", "H", "H", "H", "H", "C", "O", "N", "N", "H", "H", "H", "H", "C", "O", "N", "N", "H", "H", "H", "H"],
  "positions_angstrom": [[-3.803, 0.286, -2.976], [-2.785, -3.016, -3.272], [-0.592, -0.658, -3.540], [-0.999, 2.504, -2.308], [2.280, 1.707, -3.096], [0.459, 0.671, -1.898], [-0.319, 0.314, -0.730], [-1.140, -0.954, -0.720], [-2.132, -1.149, -1.691], [-1.037, 1.168, -0.674], [0.267, 0.498, 0.177], [-1.510, -1.181, 0.289], [-0.362, -1.747, -0.793], [1.551, -1.250, 2.080], [2.410, -2.122, 2.981], [3.884, -1.798, 2.833], [4.343, -1.953, 1.518], [5.536, -1.247, 1.280], [2.036, -1.808, 4.381], [0.494, -1.399, 2.300], [1.631, -1.598, 1.047], [1.853, -0.201, 2.057], [2.151, -3.167, 2.793], [4.405, -2.449, 3.549], [4.019, -0.763, 3.169], [5.452, -0.182, 1.526], [5.847, -1.299, 0.240], [6.350, -1.679, 1.872], [1.023, -1.867, 4.451], [2.338, -2.601, 4.945], [3.501, 1.654, 0.465], [2.891, 3.038, 0.543], [3.909, 4.146, 0.621], [4.627, 3.929, 1.828], [5.499, 4.976, 2.152], [1.958, 3.258, -0.574], [4.357, 1.567, 1.130], [3.831, 1.292, -0.514], [2.728, 0.945, 0.785], [2.308, 3.077, 1.473], [3.553, 5.184, 0.647], [4.630, 4.087, -0.210], [5.705, 4.922, 3.221], [5.102, 5.987, 2.004], [6.453, 4.904, 1.622], [1.282, 2.504, -0.622], [1.473, 4.139, -0.526], [-0.918, 3.913, 1.008], [-1.385, 4.880, -0.059], [-1.221, 6.339, 0.367], [-1.993, 6.530, 1.519], [-1.677, 7.796, 2.123], [-0.573, 4.661, -1.294], [-1.506, 4.127, 1.903], [0.139, 4.098, 1.202], [-1.101, 2.871, 0.758], [-2.429, 4.727, -0.349], [-1.538, 7.046, -0.405], [-0.142, 6.452, 0.579], [-2.373, 7.965, 2.940], [-1.767, 8.621, 1.412], [-0.657, 7.738, 2.514], [0.338, 5.091, -1.128], [-0.907, 5.213, -2.085], [-0.055, -4.497, -6.823], [-0.421, -4.467, -5.341], [0.337, -3.333, -4.688], [-0.082, -3.148, -3.320], [0.196, -4.162, -2.349], [-1.895, -4.222, -5.261], [1.006, -4.699, -7.001], [-0.355, -3.610, -7.383], [-0.504, -5.347, -7.346], [-0.219, -5.424, -4.865], [0.069, -2.367, -5.138], [1.410, -3.528, -4.716], [-0.093, -5.143, -2.720], [-0.403, -3.900, -1.477], [1.242, -4.130, -2.048], [-1.993, -3.284, -5.663], [-2.434, -4.774, -5.923], [-1.343, 0.288, 2.737], [-0.962, -0.394, 4.045], [-1.881, -1.449, 4.322], [-2.038, 1.096, 2.976], [-1.792, -0.377, 2.006], [-0.425, 0.739, 2.352], [-0.801, 0.299, 4.878], [0.050, -0.815, 3.938], [-1.464, -2.108, 4.885], [-5.348, -1.948, -0.840], [-5.290, -1.486, -2.006], [-6.546, -2.272, -0.309], [-4.227, -2.075, -0.079], [-6.706, -2.682, 0.592], [-7.296, -2.246, -0.981], [-3.372, -1.762, -0.538], [-4.321, -2.005, 0.920], [3.709, -1.116, -1.976], [3.961, -0.061, -2.559], [2.539, -1.428, -1.341], [4.610, -2.144, -1.954], [2.569, -2.078, -0.575], [1.835, -0.699, -1.347], [4.490, -3.101, -1.685], [5.361, -1.884, -2.578], [-2.489, -5.045, 2.279], [-1.500, -5.098, 1.542], [-3.307, -6.130, 2.471], [-2.976, -3.837, 2.726], [-3.023, -7.005, 2.073], [-4.047, -6.081, 3.147], [-3.853, -3.857, 3.212], [-2.442, -3.009, 2.548], [-4.078, 1.668, -0.380], [-3.346, 2.088, -1.313], [-5.422, 1.569, -0.491], [-3.576, 1.395, 0.865], [-5.951, 1.313, 0.323], [-5.902, 1.748, -1.355], [-4.217, 1.373, 1.643], [-2.734, 1.915, 1.048]],
  "lowdin_charge": [0.78, 0.80, 0.75, 0.74, 0.79, -0.52, -0.36, -0.36, -0.44, 0.04, 0.10, 0.09, 0.10, -0.06, -0.39, -0.21, -0.19, -0.10, 0.05, 0.06, 0.05, 0.08, 0.15, 0.14, 0.13, 0.07, 0.07, 0.10, 0.03, 0.09, -0.03, -0.41, -0.20, -0.19, -0.11, 0.04, 0.08, 0.07, 0.05, 0.14, 0.13, 0.14, 0.10, 0.09, 0.10, 0.01, 0.02, -0.04, -0.39, -0.23, -0.18, -0.06, 0.00, 0.10, 0.08, 0.03, 0.14, 0.14, 0.13, 0.10, 0.10, 0.10, 0.07, 0.09, -0.05, -0.40, -0.18, -0.35, -0.05, 0.02, 0.10, 0.09, 0.10, 0.14, 0.11, 0.15, 0.10, 0.08, 0.09, 0.06, 0.10, -0.09, -0.30, -0.07, 0.07, 0.04, 0.07, 0.13, 0.04, 0.09, -0.66, -0.10, 0.19, 0.18, 0.12, 0.12, 0.03, 0.10, -0.65, -0.04, 0.19, 0.18, 0.08, 0.04, 0.12, 0.12, -0.66, -0.01, 0.16, 0.14, 0.11, 0.10, 0.10, 0.06, -0.63, -0.12, 0.20, 0.20, 0.12, 0.12, 0.12, 0.06]
}

---

# 4
{
  "formula": "C17H25FN2O4PtS2Si",
  "method": "ωB97M-V with the def2-TZVPD basis set",
  "total_charge": 0,
  "lumo_energy_ev": -1.80,
  "fmax_ha_per_bohr": 0.00833,
  "species": ["Pt", "C", "Si", "C", "C", "N", "C", "C", "C", "C", "C", "C", "F", "H", "H", "H", "H", "H", "H", "H", "H", "H", "H", "H", "H", "H", "C", "S", "C", "O", "H", "H", "H", "H", "H", "H", "N", "C", "C", "C", "C", "C", "C", "S", "O", "O", "O", "H", "H", "H", "H", "H", "H"],
  "positions_angstrom": [[-0.414, -0.958, -0.973], [3.474, -3.646, -0.616], [2.479, -2.295, -1.424], [1.619, -3.021, -2.925], [3.592, -0.907, -2.039], [1.279, -1.667, -0.296], [1.559, -1.402, 1.051], [2.840, -1.126, 1.549], [3.071, -0.901, 2.897], [2.025, -0.931, 3.808], [0.744, -1.208, 3.354], [0.549, -1.437, 2.013], [-0.722, -1.742, 1.607], [4.192, -4.034, -1.344], [2.817, -4.469, -0.325], [4.029, -3.333, 0.269], [2.065, -3.991, -3.162], [1.750, -2.386, -3.804], [0.549, -3.188, -2.790], [4.477, -1.322, -2.530], [3.939, -0.235, -1.254], [3.085, -0.295, -2.793], [3.675, -1.081, 0.865], [4.077, -0.685, 3.231], [2.198, -0.739, 4.857], [-0.107, -1.248, 4.021], [-3.180, 0.527, 0.825], [-3.182, -0.805, -0.357], [-4.862, -0.682, -0.935], [-2.350, -0.318, -1.567], [-3.504, 1.441, 0.332], [-2.162, 0.631, 1.195], [-3.847, 0.267, 1.647], [-5.526, -0.721, -0.073], [-5.058, -1.516, -1.604], [-4.962, 0.268, -1.459], [0.383, 0.769, -1.619], [-0.255, 1.882, -0.924], [0.087, 2.127, 0.395], [-0.688, 3.021, 1.118], [-1.767, 3.661, 0.517], [-2.016, 3.475, -0.837], [-1.269, 2.567, -1.568], [-2.926, 4.622, 1.499], [-4.198, 4.309, 0.866], [-2.474, 5.988, 1.329], [-2.759, 4.069, 2.831], [1.376, 0.714, -1.397], [0.304, 0.864, -2.628], [0.884, 1.565, 0.872], [-0.518, 3.185, 2.174], [-2.860, 3.988, -1.280], [-1.511, 2.346, -2.600]],
  "lowdin_charge": [1.04, -0.16, 0.40, -0.18, -0.18, -0.26, -0.32, -0.05, -0.08, -0.08, -0.01, -0.23, -0.01, 0.04, 0.04, 0.02, 0.03, 0.03, 0.01, 0.04, 0.02, 0.02, 0.09, 0.11, 0.11, 0.12, -0.21, 0.88, -0.23, -0.67, 0.07, 0.05, 0.08, 0.07, 0.06, 0.08, -0.01, -0.32, -0.04, -0.04, -0.26, -0.05, -0.04, 0.39, -0.36, -0.34, -0.36, 0.09, 0.12, 0.11, 0.12, 0.12, 0.12]
}

---

# 5
{
  "formula": "C30H30N5O6PTeW",
  "method": "ωB97M-V with the def2-TZVPD basis set",
  "total_charge": 2,
  "lumo_energy_ev": [-8.24, -8.21],
  "fmax_ha_per_bohr": 0.08340,
  "e_above_lowest_kcal_mol": 0.0,
  "species": ["W", "O", "C", "N", "C", "C", "C", "C", "C", "C", "N", "C", "C", "C", "C", "C", "N", "H", "H", "H", "H", "H", "H", "H", "H", "H", "H", "O", "C", "C", "C", "C", "C", "C", "C", "N", "N", "C", "O", "C", "C", "C", "C", "C", "C", "H", "H", "H", "H", "H", "H", "H", "H", "H", "H", "C", "C", "O", "P", "O", "Te", "O", "C", "C", "H", "H", "H", "H", "H", "H", "H", "H", "H", "H"],
  "positions_angstrom": [[0.346, 0.736, -0.846], [1.932, 4.083, 1.411], [1.649, 2.982, 0.953], [0.704, 2.721, 0.004], [-0.043, 3.903, -0.357], [-0.804, 3.603, -1.599], [-1.425, 4.661, -2.266], [-2.013, 4.393, -3.483], [-1.932, 3.107, -3.994], [-1.293, 2.112, -3.245], [-0.767, 2.350, -2.027], [2.345, 1.737, 1.377], [3.357, 1.749, 2.341], [4.007, 0.535, 2.597], [3.537, -0.612, 2.002], [2.509, -0.537, 1.089], [1.956, 0.630, 0.717], [0.636, 4.768, -0.458], [-0.698, 4.183, 0.486], [-1.452, 5.644, -1.844], [-2.542, 5.183, -3.971], [-2.408, 2.800, -4.900], [-1.278, 1.116, -3.688], [3.608, 2.692, 2.812], [4.831, 0.575, 3.286], [3.976, -1.569, 2.252], [2.052, -1.449, 0.700], [1.689, 1.621, -2.284], [2.919, 1.117, -2.418], [3.977, 1.994, -2.586], [5.304, 1.547, -2.789], [5.517, 0.185, -2.888], [4.462, -0.720, -2.752], [3.162, -0.300, -2.459], [2.162, -1.272, -2.232], [0.870, -0.984, -1.996], [-0.015, -2.019, -2.052], [-1.231, -1.574, -1.874], [-1.467, -0.296, -1.724], [-2.393, -2.497, -1.755], [-2.221, -3.883, -1.777], [-3.302, -4.699, -1.423], [-4.532, -4.152, -1.091], [-4.737, -2.781, -1.123], [-3.670, -1.956, -1.523], [3.716, 3.044, -2.579], [6.121, 2.272, -2.785], [6.514, -0.185, -3.074], [4.695, -1.758, -2.887], [2.443, -2.315, -2.368], [-1.251, -4.274, -2.021], [-3.138, -5.767, -1.407], [-5.314, -4.822, -0.773], [-5.719, -2.389, -0.862], [-3.807, -0.882, -1.555], [-0.761, 0.141, 5.689], [-1.611, 0.329, 4.442], [-0.808, -0.136, 3.289], [-1.507, -0.428, 1.879], [-0.360, -0.670, 0.883], [-2.449, 1.426, 0.600], [-2.356, -1.743, 2.101], [-1.937, -3.131, 2.374], [-2.524, -3.588, 3.718], [-1.289, 0.667, 6.521], [0.249, 0.576, 5.589], [-0.655, -0.948, 5.921], [-1.813, 1.395, 4.233], [-2.558, -0.217, 4.472], [-0.822, -3.207, 2.339], [-2.346, -3.695, 1.532], [-2.101, -2.978, 4.549], [-2.256, -4.631, 3.898], [-3.640, -3.510, 3.682]],
  "lowdin_charge": [1.88, 0.11, -0.46, -0.13, -0.18, -0.29, 0.03, 0.00, 0.00, -0.08, -0.07, -0.15, 0.07, 0.01, -0.01, -0.10, -0.02, 0.15, 0.13, 0.13, 0.12, 0.12, 0.13, 0.14, 0.13, 0.13, 0.12, -0.17, -0.31, 0.02, 0.00, -0.04, 0.00, -0.15, 0.01, -0.14, 0.10, -0.41, -0.28, -0.15, -0.01, -0.06, -0.07, -0.05, -0.02, 0.13, 0.13, 0.12, 0.12, 0.15, 0.11, 0.11, 0.11, 0.12, 0.09, -0.06, -0.24, -0.27, 0.25, -0.50, 0.96, -0.27, -0.20, -0.05, 0.10, 0.09, 0.09, 0.12, 0.12, 0.13, 0.11, 0.08, 0.09, 0.10]
}

---

# 6
{
  "formula": "C3H3LuO",
  "method": "ωB97M-V with the def2-TZVPD basis set",
  "total_charge": 0,
  "lumo_energy_ev": -1.88,
  "fmax_ha_per_bohr": 0.11531,
  "e_above_lowest_kcal_mol": 9.9,
  "species": ["C", "C", "C", "H", "H", "H", "O", "Lu"],
  "positions_angstrom": [[-0.250, -0.577, 0.814], [-0.030, -2.118, 0.746], [0.972, -1.065, 1.036], [0.057, -2.707, -0.180], [-0.545, -2.685, 1.537], [1.892, -0.942, 1.607], [0.831, 1.738, -1.281], [-0.975, 1.253, -0.560]],
  "lowdin_charge": [-0.34, -0.27, -0.18, 0.06, 0.06, 0.09, -0.90, 1.48]
}

---

Number 1: calculated total energy -9870.031 eV. Number 2: calculated total energy -18772.150 eV. Number 3: calculated total energy -86398.988 eV. Number 4: calculated total energy -64716.321 eV. Number 5: calculated total energy -69728.261 eV. Number 6: calculated total energy -38821.428 eV.